Entry from the Open Molecules 2025 dataset: a molecular structure, C37H71F2INO9S3 in a non-equilibrium geometry (ωB97M-V/def2-TZVPD).

Geometry as ORCA input:
```
! RIJCOSX wB97M-V def2-TZVPD def2/J DEFGRID3
* xyz 1 1
C -2.27 2.74 4.59
C -2.20 1.16 5.07
C -1.03 0.30 4.25
C -1.33 0.59 2.63
C -1.05 -0.68 1.66
C 0.38 -0.97 1.04
C 1.25 0.03 0.12
O 1.42 1.29 0.81
C 1.90 1.34 2.15
C 1.59 2.90 2.70
C 2.67 -0.82 -0.15
C 4.05 0.00 0.05
S 5.02 -0.72 1.53
C 6.18 -2.10 0.89
C 5.38 -3.52 1.24
C 2.69 -1.68 -1.56
F 4.10 -2.22 -1.66
S 1.78 -3.31 -1.57
C 2.41 -0.65 -2.79
F 3.84 -0.25 -3.14
C 1.98 -1.30 -4.22
C 0.51 -1.88 -4.46
C 0.48 -3.00 -5.70
O -0.41 -4.14 -5.43
C -1.82 -3.70 -5.28
C -2.83 -4.53 -4.24
O -2.36 -2.64 -5.88
C 1.51 0.71 -2.36
C 2.53 1.95 -2.46
C 2.01 3.50 -2.39
C 0.82 3.86 -3.51
S 1.53 4.26 -5.20
N 0.60 0.47 -1.21
C -0.56 -0.42 -1.65
I -0.58 2.13 -0.62
H -3.06 3.29 5.30
H -1.21 3.25 4.60
H -2.74 2.84 3.49
H -2.15 1.01 6.23
H -3.23 0.67 4.71
H -0.01 0.75 4.61
H -1.18 -0.83 4.54
H -0.85 1.61 2.35
H -2.51 0.78 2.61
H -1.25 -1.62 2.39
H -2.00 -0.77 0.94
H 0.28 -2.01 0.46
H 1.07 -1.28 1.97
H 3.08 1.25 2.31
H 1.42 0.66 2.97
H 0.76 2.88 3.55
H 2.56 3.36 3.19
H 1.29 3.58 1.79
H 2.74 -1.69 0.67
H 3.94 1.16 0.32
H 4.83 0.01 -0.82
H 7.24 -2.06 1.37
H 6.31 -1.98 -0.28
H 4.53 -3.77 0.45
H 4.90 -3.33 2.32
H 6.19 -4.38 1.32
H 2.43 -4.10 -2.57
H 2.20 -0.48 -5.05
H 2.77 -2.17 -4.45
H -0.06 -2.37 -3.57
H -0.19 -1.00 -4.85
H 1.59 -3.36 -5.95
H 0.12 -2.42 -6.67
H -3.88 -4.72 -4.74
H -2.37 -5.56 -3.93
H -3.06 -3.88 -3.27
H 0.83 0.86 -3.33
H 3.52 1.92 -1.84
H 2.89 1.96 -3.61
H 1.78 3.91 -1.32
H 2.94 4.15 -2.77
H -0.01 3.01 -3.53
H 0.27 4.82 -3.08
H 2.55 3.32 -5.41
H -1.58 -0.19 -1.06
H -0.91 -0.22 -2.78
H -0.40 -1.56 -1.56
O -0.72 0.09 7.44
C -0.87 0.24 8.66
O -0.77 -0.82 9.49
C -0.76 -0.73 10.93
C -2.17 -0.65 11.48
C -1.23 1.58 9.22
H -0.13 0.10 11.26
H -0.29 -1.65 11.29
H -2.69 0.24 11.13
H -2.16 -0.63 12.57
H -2.76 -1.51 11.14
H -2.31 1.74 9.11
H -0.69 2.36 8.66
H -0.95 1.72 10.26
O -0.86 -3.54 2.18
C -1.65 -4.31 1.64
O -2.73 -4.75 2.31
C -3.80 -5.52 1.72
C -3.45 -7.00 1.69
C -1.37 -4.85 0.26
H -4.07 -5.13 0.74
H -4.68 -5.38 2.37
H -2.57 -7.19 1.07
H -4.29 -7.58 1.29
H -3.22 -7.36 2.69
H -0.66 -5.68 0.34
H -0.93 -4.05 -0.34
H -2.26 -5.18 -0.27
O -1.56 6.21 -5.20
C -1.62 6.23 -6.43
O -1.47 7.39 -7.11
C -1.35 7.49 -8.54
C -2.72 7.50 -9.19
C -1.94 4.98 -7.20
H -0.70 6.71 -8.94
H -0.85 8.45 -8.74
H -3.27 6.58 -9.00
H -2.63 7.64 -10.28
H -3.33 8.32 -8.79
H -3.03 4.82 -7.18
H -1.45 4.13 -6.71
H -1.59 4.98 -8.23
*
```

Computed properties:
* DFT total energy: -105458.5117 eV
* HOMO level: -10.71 eV
* maximum force: 8.4 eV Å⁻¹
* Kohn-Sham gap: 6.5 eV

Löwdin population analysis, charges in e, atoms 1 to 99:
1 C -0.14
2 C -0.25
3 C -0.18
4 C -0.23
5 C -0.21
6 C -0.13
7 C -0.36
8 O -0.34
9 C -0.23
10 C -0.06
11 C -0.17
12 C -0.41
13 S 0.77
14 C -0.49
15 C -0.19
16 C -0.51
17 F -0.14
18 S 0.81
19 C -0.21
20 F -0.08
21 C -0.13
22 C -0.19
23 C -0.16
24 O -0.10
25 C -0.28
26 C -0.02
27 O -0.03
28 C -0.22
29 C -0.14
30 C -0.29
31 C -0.58
32 S 0.64
33 N -0.41
34 C -0.19
35 I 1.42
36 H 0.09
37 H 0.06
38 H 0.07
39 H 0.08
40 H 0.11
41 H 0.10
42 H 0.12
43 H 0.05
44 H 0.12
45 H 0.11
46 H 0.12
47 H 0.10
48 H 0.17
49 H 0.12
50 H 0.12
51 H 0.07
52 H 0.09
53 H 0.07
54 H 0.13
55 H 0.09
56 H 0.10
57 H 0.09
58 H 0.08
59 H 0.07
60 H 0.07
61 H 0.08
62 H -0.04
63 H 0.16
64 H 0.14
65 H 0.08
66 H 0.13
67 H 0.14
68 H 0.15
69 H 0.10
70 H 0.09
71 H 0.10
72 H 0.16
73 H 0.12
74 H 0.13
75 H 0.08
76 H 0.12
77 H 0.04
78 H 0.10
79 H -0.13
80 H 0.06
81 H 0.13
82 H 0.07
83 O 0.05
84 C -0.49
85 O 0.00
86 C -0.23
87 C -0.07
88 C 0.01
89 H 0.12
90 H 0.13
91 H 0.07
92 H 0.08
93 H 0.09
94 H 0.10
95 H 0.10
96 H 0.07
97 O 0.05
98 C -0.47
99 O 0.01

---

Entry from the Open Molecules 2025 dataset: a single C5H10O molecule (ωB97M-V/def2-TZVPD).

Geometry as ORCA input:
```
! RIJCOSX wB97M-V def2-TZVPD def2/J DEFGRID3
* xyz 0 1
C 1.70 0.83 0.54
C 0.51 1.71 0.15
C -0.83 0.98 0.31
C -0.85 -0.17 -0.67
C -1.01 -2.48 -0.75
O -1.07 -1.27 0.01
H 1.74 -0.07 -0.09
H 1.62 0.50 1.58
H 2.65 1.36 0.42
H 0.61 2.01 -0.90
H 0.51 2.62 0.75
H -1.65 1.66 0.03
H -0.98 0.66 1.36
H -0.72 -2.25 -1.77
H -1.98 -2.97 -0.72
H -0.26 -3.12 -0.26
*
```

Computed properties:
* DFT total energy: -7391.8997 eV
* HOMO level: -8.37 eV
* maximum force: 0.6 eV Å⁻¹
* Kohn-Sham gap: 9.5 eV

List of Löwdin charges in e, atom by atom:
1 C -0.12
2 C -0.28
3 C -0.24
4 C -0.05
5 C -0.07
6 O -0.14
7 H 0.07
8 H 0.08
9 H 0.07
10 H 0.10
11 H 0.10
12 H 0.11
13 H 0.11
14 H 0.08
15 H 0.09
16 H 0.09

---

Entry from the Open Molecules 2025 dataset: 2 unconnected molecules or ions with the total composition C4H11NO2 in a non-equilibrium geometry (ωB97M-V/def2-TZVPD).

Geometry as ORCA input:
```
! RIJCOSX wB97M-V def2-TZVPD def2/J DEFGRID3
* xyz 0 1
C 1.18 0.86 -1.96
C -0.18 0.95 -1.33
N -0.52 -0.02 -0.37
C 0.39 -1.04 0.18
C 0.83 -0.57 1.60
O -1.08 1.59 -1.81
H 0.97 0.30 -2.87
H 1.74 1.76 -2.22
H 1.90 0.28 -1.39
H -1.51 -0.10 -0.17
H 1.16 -1.18 -0.56
H -0.18 -1.93 0.44
H 1.52 -1.25 2.13
H -0.03 -0.38 2.22
H 1.46 0.32 1.69
H -1.90 -0.12 1.80
H -2.95 0.64 1.03
O -2.81 -0.11 1.59
*
```

Computed properties:
* DFT total energy: -9911.2534 eV
* HOMO level: -9.56 eV
* maximum force: 2.5 eV Å⁻¹
* Kohn-Sham gap: 10.3 eV
* SMILES string: CCNC(C)=O.O

List of Löwdin charges in e, atom by atom:
1 C 0.00
2 C -0.51
3 N 0.03
4 C -0.21
5 C -0.08
6 O 0.05
7 H 0.10
8 H 0.09
9 H 0.05
10 H 0.10
11 H 0.09
12 H 0.12
13 H 0.07
14 H 0.04
15 H 0.07
16 H -0.02
17 H 0.04
18 O -0.02

---

Entry from the Open Molecules 2025 dataset: 10 unconnected molecules or ions with the total composition C36H62O32P2 in a non-equilibrium geometry (ωB97M-V/def2-TZVPD).

Geometry as ORCA input:
```
! RIJCOSX wB97M-V def2-TZVPD def2/J DEFGRID3
* xyz 0 1
C 17.94 15.55 4.01
C 16.49 15.10 4.07
O 16.40 14.02 3.18
P 15.71 14.17 1.74
O 16.36 15.06 0.77
O 14.17 14.56 2.08
C 13.27 13.73 2.88
C 12.11 13.40 1.93
O 15.63 12.62 1.21
C 16.30 12.29 -0.05
C 15.18 11.88 -1.07
H 18.01 16.30 4.80
H 18.56 14.71 4.31
H 18.24 16.07 3.09
H 16.26 14.78 5.08
H 15.83 15.95 3.89
H 13.80 12.86 3.27
H 13.01 14.28 3.79
H 11.75 14.36 1.56
H 12.48 12.88 1.05
H 11.16 12.97 2.25
H 16.98 13.02 -0.50
H 16.91 11.40 0.10
H 14.44 12.67 -1.11
H 15.55 11.71 -2.08
H 14.72 10.96 -0.72
C 10.30 25.82 -4.69
C 10.80 26.92 -3.75
O 12.20 26.98 -3.78
P 13.01 27.82 -4.89
O 14.39 28.08 -4.44
O 12.79 27.04 -6.31
C 13.48 25.85 -6.50
C 14.00 25.77 -7.93
O 12.14 29.15 -5.26
C 12.22 30.34 -4.50
C 10.82 30.89 -4.56
H 9.22 25.77 -4.76
H 10.53 26.09 -5.72
H 10.65 24.80 -4.52
H 10.46 27.91 -4.03
H 10.47 26.73 -2.72
H 14.41 25.98 -5.95
H 13.04 24.90 -6.19
H 13.13 25.55 -8.55
H 14.52 26.62 -8.37
H 14.68 24.94 -8.10
H 12.36 30.14 -3.43
H 12.88 31.16 -4.76
H 10.86 31.91 -4.18
H 10.45 31.01 -5.58
H 10.22 30.30 -3.87
C 13.05 20.44 1.63
C 12.62 21.96 1.55
O 11.22 21.84 1.40
C 10.83 20.72 2.03
O 9.66 20.42 2.29
O 11.88 19.92 2.27
H 13.99 20.17 2.11
H 13.06 19.97 0.64
H 13.05 22.37 0.63
H 12.99 22.50 2.42
C 22.93 20.86 -8.78
C 21.43 21.16 -8.58
O 21.03 21.78 -9.83
C 22.00 21.63 -10.70
O 21.95 22.02 -11.83
O 23.10 21.06 -10.18
H 23.10 19.83 -8.47
H 23.68 21.54 -8.37
H 21.20 21.85 -7.77
H 21.02 20.16 -8.49
C 17.53 15.87 -10.38
C 16.58 14.82 -9.81
O 17.08 14.57 -8.49
C 18.30 14.91 -8.45
O 19.05 14.70 -7.49
O 18.64 15.67 -9.50
H 17.24 16.91 -10.23
H 17.80 15.70 -11.42
H 16.60 13.90 -10.39
H 15.64 15.35 -9.70
C 19.26 21.01 -1.98
C 18.18 22.08 -2.01
O 17.19 21.47 -2.86
C 17.78 20.65 -3.72
O 17.28 20.07 -4.67
O 19.03 20.35 -3.24
H 19.02 20.22 -1.27
H 20.26 21.39 -1.76
H 18.41 23.02 -2.52
H 17.83 22.35 -1.01
C 18.98 24.11 4.39
C 18.39 25.12 5.29
O 17.43 24.56 6.09
C 17.29 23.32 5.76
O 16.46 22.54 6.27
O 18.14 23.04 4.69
H 20.01 23.85 4.66
H 18.97 24.52 3.38
H 18.01 25.95 4.70
H 19.21 25.56 5.87
C 24.74 27.09 -2.62
C 23.56 26.87 -3.57
O 23.84 25.60 -4.12
C 24.61 24.90 -3.33
O 24.90 23.68 -3.46
O 25.07 25.71 -2.34
H 24.45 27.58 -1.70
H 25.57 27.59 -3.13
H 23.64 27.60 -4.37
H 22.60 26.95 -3.06
C 11.62 16.22 -3.65
C 11.59 17.60 -4.20
O 11.45 17.48 -5.56
C 11.24 16.16 -5.88
O 10.98 15.67 -6.97
O 11.15 15.49 -4.77
H 10.80 16.07 -2.95
H 12.56 15.88 -3.23
H 12.51 18.14 -4.00
H 10.73 18.15 -3.81
C 23.29 14.84 -1.97
C 23.69 15.83 -3.10
O 24.79 15.16 -3.57
C 24.66 13.81 -3.32
O 25.19 12.93 -3.98
O 23.60 13.62 -2.58
H 22.21 14.77 -1.89
H 23.64 14.98 -0.95
H 23.97 16.71 -2.52
H 22.91 16.07 -3.82
*
```

Computed properties:
* DFT total energy: -122435.5949 eV
* HOMO level: -10.46 eV
* maximum force: 5.8 eV Å⁻¹
* Kohn-Sham gap: 10.0 eV
* SMILES string: CCOP(=O)(OCC)OCC.CCOP(=O)(OCC)OCC.O=C1OCCO1.O=C1OCCO1.O=C1OCCO1.O=C1OCCO1.O=C1OCCO1.O=C1OCCO1.O=C1OCCO1.O=C1OCCO1

Löwdin population analysis, charges in e, atoms 1 to 99:
1 C -0.07
2 C -0.30
3 O -0.19
4 P 0.46
5 O -0.23
6 O -0.21
7 C -0.23
8 C -0.06
9 O -0.20
10 C -0.24
11 C -0.07
12 H 0.07
13 H 0.08
14 H 0.08
15 H 0.12
16 H 0.12
17 H 0.11
18 H 0.12
19 H 0.07
20 H 0.07
21 H 0.08
22 H 0.10
23 H 0.11
24 H 0.07
25 H 0.07
26 H 0.07
27 C -0.06
28 C -0.26
29 O -0.17
30 P 0.49
31 O -0.24
32 O -0.19
33 C -0.32
34 C -0.07
35 O -0.19
36 C -0.29
37 C -0.09
38 H 0.08
39 H 0.07
40 H 0.08
41 H 0.10
42 H 0.12
43 H 0.10
44 H 0.12
45 H 0.07
46 H 0.08
47 H 0.08
48 H 0.12
49 H 0.12
50 H 0.08
51 H 0.09
52 H 0.07
53 C -0.09
54 C -0.10
55 O 0.07
56 C -0.54
57 O 0.11
58 O 0.05
59 H 0.13
60 H 0.12
61 H 0.13
62 H 0.13
63 C -0.10
64 C -0.08
65 O 0.08
66 C -0.62
67 O 0.15
68 O 0.06
69 H 0.13
70 H 0.13
71 H 0.13
72 H 0.13
73 C -0.11
74 C -0.08
75 O 0.11
76 C -0.63
77 O 0.11
78 O 0.06
79 H 0.13
80 H 0.13
81 H 0.14
82 H 0.14
83 C -0.10
84 C -0.11
85 O 0.06
86 C -0.55
87 O 0.14
88 O 0.04
89 H 0.13
90 H 0.13
91 H 0.13
92 H 0.13
93 C -0.16
94 C -0.17
95 O 0.12
96 C -0.50
97 O 0.11
98 O 0.06
99 H 0.13